Entry from the Open Molecules 2025 dataset: a structure of composition C34H49N9O2PPdS2 (ωB97M-V with the def2-TZVPD basis set).

* charge: +3
* strongest force on any atom: 0.41 eV Å⁻¹
* ⟨S²⟩: 6.0764
* spin multiplicity: 5
* Kohn-Sham gap (spin up / spin down): 7.6 / 5.4 eV

Positions of all 98 atoms, in Å:
Pd 0.31793 0.40431 0.70877
C -2.95977 -1.05505 -2.23861
C -2.33972 -0.50509 -1.11033
N -1.07917 -0.11978 -1.07521
C -0.33519 -0.25610 -2.20674
C -0.85801 -0.84340 -3.37188
C -2.21103 -1.24024 -3.36694
C -0.02344 -1.02298 -4.50763
C 1.29210 -0.64075 -4.47040
C 1.81793 -0.02061 -3.33373
C 1.02305 0.22869 -2.21086
N 1.43810 0.83906 -1.07724
C 2.57286 1.58958 -0.93325
C 3.17913 2.33109 -1.94017
C 4.35698 3.05163 -1.69795
C 4.95242 3.01275 -0.46568
C 4.34424 2.30338 0.60339
C 4.92418 2.22052 1.88731
C 4.27100 1.54478 2.87901
C 3.00877 1.00308 2.59911
N 2.43171 1.06487 1.41690
C 3.11577 1.65382 0.39490
H -4.00410 -1.33008 -2.19787
H -2.91537 -0.37397 -0.20398
H -2.64221 -1.68015 -4.25779
H -0.43684 -1.48741 -5.39378
H 1.93360 -0.81626 -5.32293
H 2.86691 0.23503 -3.30643
H 2.71548 2.38240 -2.91546
H 4.79851 3.63170 -2.49640
H 5.87896 3.54235 -0.28496
H 5.88506 2.68543 2.07041
H 4.69579 1.44079 3.86705
H 2.44711 0.52336 3.38883
N -2.15056 -1.91062 4.63983
C -0.86885 -1.20128 4.98883
C -0.09952 -0.91744 3.70663
N -0.86988 -0.13074 2.72765
C -2.15946 -0.78112 2.45047
C -2.97764 -1.07517 3.70037
H -2.68211 -2.12890 5.48598
H -1.92919 -2.80421 4.18914
H -0.29780 -1.83387 5.66622
H -1.15112 -0.28950 5.51552
H 0.19206 -1.85638 3.23106
H 0.81185 -0.38604 3.96494
H -1.04211 0.79425 3.11099
H -1.95608 -1.71190 1.90603
H -2.75306 -0.14103 1.80025
H -3.88850 -1.62170 3.46280
H -3.24212 -0.16682 4.24188
C 1.60844 -4.92742 -2.14443
C 2.34610 -5.15430 -0.84765
C 3.64445 -4.39238 -0.73558
O 1.47138 -4.85163 0.32855
P 0.58822 -3.64557 0.72564
S -0.97675 -3.28665 -0.47388
S 1.55038 -1.90297 0.67338
O 0.02691 -4.01702 2.14730
C 0.49256 -5.07766 3.09107
C 0.14601 -6.45388 2.57309
C 1.95087 -4.88165 3.44153
H 2.20561 -5.34324 -2.95599
H 1.46668 -3.86178 -2.33750
H 0.64038 -5.42631 -2.14939
H 2.52673 -6.21669 -0.70156
H 3.50649 -3.33577 -0.96340
H 4.35170 -4.81098 -1.45155
H 4.07596 -4.48941 0.26034
H -0.12089 -4.86196 3.96796
H 0.81623 -6.76023 1.77297
H -0.88178 -6.49132 2.21220
H 0.24118 -7.16860 3.39079
H 2.59605 -5.11929 2.59762
H 2.20754 -5.55360 4.26063
H 2.14886 -3.85813 3.76441
C 0.54966 3.61935 0.69829
N 0.04701 4.97113 0.64602
C -0.90469 5.07857 -0.46622
N -2.02752 4.14763 -0.29835
C -1.51392 2.80134 -0.24186
N -0.54560 2.60954 0.88680
C -1.26124 2.98839 2.13787
N -1.77473 4.33411 2.10768
C -0.65505 5.26462 1.89665
C -2.69675 4.45620 0.96691
H 1.24877 3.51976 1.53091
H 1.06096 3.39156 -0.23583
H -0.38992 4.85623 -1.40218
H -1.28829 6.09622 -0.51340
H -0.99913 2.55697 -1.17286
H -2.34132 2.10041 -0.10283
H -0.56470 2.88456 2.97809
H -2.11449 2.30926 2.25930
H 0.04345 5.18527 2.73149
H -1.04288 6.28125 1.86476
H -3.07734 5.47540 0.93206
H -3.53950 3.77678 1.10864

***

Entry from the Open Molecules 2025 dataset: a cluster of 12 separate species, C16H51BNO18P in total in a non-equilibrium geometry (ωB97M-V with the def2-TZVPD basis set).

* strongest force on any atom: 5.52 eV Å⁻¹
* SMILES: NB(O)C1=C(CP(=O)(O)O)C(=O)OC1=O.CO.CO.CO.CO.CO.CO.CO.CO.CO.CO.CO
* Kohn-Sham gap: 8.4 eV

Positions of all 88 atoms, in Å:
N -1.09799 -0.71175 0.60482
B -1.16872 -0.53052 -0.90782
O -2.46341 -0.33199 -1.50440
C 0.24775 -0.58301 -1.69936
C 0.77119 0.42259 -2.57769
C 0.19301 1.83358 -3.09862
P 0.59854 1.93747 -4.98224
O 1.95712 2.63844 -5.23193
O -0.60269 2.83402 -5.83858
O 0.56556 0.36260 -5.71498
C 2.17308 -0.20859 -2.99307
O 3.10178 0.21543 -3.71124
O 2.44633 -1.51912 -2.45401
C 1.32965 -1.78022 -1.58123
O 1.22941 -2.76886 -0.80939
H -0.46297 0.06510 0.90664
H -0.48852 -1.55579 0.71664
H -2.92801 -1.18873 -1.65224
H -0.93446 1.96083 -2.97741
H 0.70780 2.67943 -2.51186
H -0.22914 2.84174 -6.76078
H 1.49590 0.03767 -5.73225
C -2.76967 1.93531 2.80360
O -2.33868 2.30618 1.49899
H -3.01800 2.83827 3.36154
H -3.65463 1.29962 2.73159
H -1.96740 1.40067 3.31866
H -2.12525 1.48869 1.02569
C 1.23404 -3.64460 -5.27230
O 0.09397 -2.97494 -4.74835
H 1.43091 -4.52800 -4.66954
H 1.04056 -3.94703 -6.30479
H 2.10150 -2.98006 -5.23367
H -0.05811 -2.19414 -5.29898
C 0.78518 3.35733 2.94382
O 0.29618 3.19308 1.62046
H 1.74183 3.87820 2.90358
H 0.07649 3.94891 3.52761
H 0.92648 2.37740 3.40872
H -0.55410 2.72811 1.68406
C 1.57412 3.11843 6.55951
O 1.74502 4.22741 5.68780
H 0.52470 3.05476 6.84772
H 1.86494 2.19867 6.04501
H 2.18740 3.25720 7.45375
H 2.68027 4.26038 5.44909
C -0.33334 5.53093 8.08765
O -0.86766 4.30940 8.58424
H 0.66292 5.34363 7.68759
H -0.97614 5.91596 7.29226
H -0.26643 6.25792 8.89979
H -1.74771 4.50356 8.93162
C 4.23372 -6.39337 -5.84595
O 2.97048 -6.22925 -5.21692
H 4.20045 -5.92449 -6.82973
H 5.01037 -5.91546 -5.24388
H 4.45284 -7.45779 -5.96018
H 3.02779 -6.65302 -4.34919
C -4.63658 4.90615 0.39912
O -3.77956 5.01134 1.52427
H -5.61049 5.32242 0.65840
H -4.21546 5.46708 -0.43925
H -4.75474 3.85489 0.12284
H -2.92625 4.63590 1.26784
C 0.06782 -7.10957 -4.48618
O -1.06989 -6.43809 -3.96381
H 0.26417 -7.99573 -3.88119
H -0.12668 -7.41206 -5.51821
H 0.93174 -6.44781 -4.44765
H -1.22038 -5.65976 -4.51638
C 1.81381 -8.05138 -0.99390
O 2.95634 -7.64378 -1.73458
H 1.88309 -9.12134 -0.79648
H 1.78010 -7.50995 -0.04544
H 0.90933 -7.84856 -1.57267
H 2.86771 -6.69474 -1.89362
C -2.35633 -0.73397 -6.25646
O -2.22667 -0.55759 -4.85756
H -1.72930 -0.00184 -6.76443
H -2.03101 -1.74176 -6.52907
H -3.39758 -0.58469 -6.55308
H -2.79183 -1.21482 -4.43266
C -0.32694 5.56372 12.48569
O 0.10114 5.92950 11.18271
H -0.57009 6.46862 13.04313
H -1.21584 4.93113 12.41796
H 0.47431 5.02705 13.00009
H 0.30983 5.11147 10.71074

***

Entry from the Open Molecules 2025 dataset: an isolated molecule of C45H49BrF3N5O4 in a non-equilibrium geometry (ωB97M-V with the def2-TZVPD basis set).

* strongest force on any atom: 2.78 eV Å⁻¹
* energy above the lowest of the compared OMol25 structures with the same formula, charge and spin: 0.00 kJ/mol
* Kohn-Sham gap: 4.8 eV

Positions of all 107 atoms, in Å:
C 1.41300 4.53569 1.62702
C 1.29785 3.28002 2.48495
C 1.13797 3.61362 3.96719
C 2.47041 2.32807 2.23419
C 3.74747 2.71333 2.64914
C 4.82970 1.84620 2.51672
C 4.63769 0.58758 1.96358
C 3.37787 0.17453 1.53723
C 3.20986 -1.28403 1.15472
C 3.29051 -2.21525 2.36996
C 4.19310 -1.70058 0.06444
C 2.29057 1.07481 1.62979
N 0.95341 0.64357 1.24817
N 0.00938 0.49846 2.18715
N -1.07317 0.02137 1.54013
C -2.17522 -0.51496 2.30403
C -2.89744 0.34122 3.14389
C -2.45818 1.79594 3.31964
C -2.30275 2.20756 4.78315
C -3.27359 2.78803 2.49722
C -4.01372 -0.17846 3.80592
C -4.34207 -1.53079 3.67369
C -3.54397 -2.39347 2.92343
C -2.42399 -1.89775 2.25611
C -1.41605 -2.84547 1.62726
C -1.95432 -3.72420 0.50419
C -0.66961 -3.68876 2.66262
C -0.81605 -0.10909 0.16303
C -1.91378 -0.43268 -0.76254
C -1.81368 -1.33865 -1.85338
C -2.80348 -1.44577 -2.81716
C -3.97969 -0.73268 -2.64680
C -5.00442 -0.75632 -3.74235
F -6.24206 -0.36557 -3.32785
F -4.63271 0.09896 -4.75682
F -5.14246 -1.99343 -4.30459
C -4.20170 0.03245 -1.50240
C -3.17649 0.17491 -0.58100
C 0.46574 0.29423 -0.00953
C 1.25457 0.65000 -1.21105
H 1.48352 4.26737 0.56660
H 0.53293 5.17180 1.76986
H 2.30997 5.10644 1.89883
H 0.39811 2.73779 2.17952
H 1.10388 2.69290 4.56193
H 1.97129 4.23284 4.32393
H 0.20095 4.16076 4.12688
H 3.88669 3.70590 3.08733
H 5.82421 2.13365 2.86595
H 5.46397 -0.11755 1.86841
H 2.21134 -1.37430 0.72491
H 2.66062 -1.84121 3.18666
H 2.93496 -3.21540 2.09274
H 4.32862 -2.29160 2.72902
H 4.02289 -1.10203 -0.83860
H 5.23479 -1.55695 0.38383
H 4.04590 -2.75488 -0.20132
H -1.44216 1.82156 2.91596
H -1.64787 1.49242 5.29432
H -1.83117 3.19725 4.84608
H -3.26772 2.24620 5.30673
H -3.18801 2.56218 1.42712
H -4.33881 2.76458 2.77060
H -2.89090 3.80512 2.65443
H -4.63412 0.48313 4.41991
H -5.22854 -1.91949 4.17782
H -3.77951 -3.45976 2.85938
H -0.68096 -2.18856 1.16069
H -2.64476 -3.16828 -0.14181
H -1.10190 -4.04520 -0.11361
H -2.46202 -4.61452 0.90303
H -0.25035 -3.04920 3.44971
H -1.34970 -4.42370 3.12010
H 0.15691 -4.21961 2.17113
H -0.94888 -1.99975 -1.95122
H -2.65123 -2.08846 -3.68960
H -5.15651 0.52830 -1.33780
H -3.34015 0.79123 0.30471
H 0.93948 1.64499 -1.57043
H 2.31211 0.73688 -0.91886
C -2.11233 2.79018 -4.32142
C -0.72766 2.49461 -4.81689
O -0.04997 1.64025 -3.83799
C 1.16237 1.29026 -4.31494
O 1.67810 1.81777 -5.28860
N 1.73397 0.25458 -3.55439
C 2.60628 -0.66569 -4.12660
C 3.14615 -0.62906 -5.39885
C 3.79383 -1.77645 -5.87357
C 3.94693 -2.90140 -5.04053
C 3.44108 -2.92885 -3.74307
Br 3.82855 -4.35304 -2.55926
C 2.67581 -1.83001 -3.30364
C 1.82838 -1.60133 -2.19223
N 1.18018 -2.68781 -1.50257
O 0.67734 -3.62028 -2.16866
O 1.10410 -2.67202 -0.22859
C 1.12232 -0.26884 -2.32008
H -2.63905 3.38553 -5.06905
H -2.70047 1.88013 -4.16880
H -2.10125 3.36693 -3.39175
H -0.75882 1.93800 -5.76150
H -0.11825 3.39679 -4.94590
H 3.03869 0.27456 -5.98796
H 4.19020 -1.79646 -6.88364
H 4.50146 -3.76420 -5.39417
H 0.05570 -0.43965 -2.51329